No. 1
Here is CHI3S as an isolated structure in a non-equilibrium geometry from the OMol25 dataset. Energies are from the ωB97M-V functional and the def2-TZVPD basis.

Summary:
- Molar mass: 425.8 g mol⁻¹
- Multiplicity: 1
- HOMO-LUMO gap (spin up / spin down): 0.289 / 0.221 Eh

Positions of all 6 atoms, in Å:
C: 0.91796 0.01528 -0.44452
S: 3.39639 0.74020 1.86848
I: 1.12420 1.73217 -1.60275
I: 1.51132 -1.81930 -1.26799
I: 4.76215 -0.45622 0.37177
H: 0.02276 0.09658 0.20532



No. 2
Here is C4H5NO as an isolated structure in a non-equilibrium geometry from the OMol25 dataset. Energies are from the ωB97M-V functional and the def2-TZVPD basis.

Summary:
- Molar mass: 83.1 g mol⁻¹
- Multiplicity: 1
- HOMO-LUMO gap (spin up / spin down): 0.275 / 0.290 Eh

Positions of all 11 atoms, in Å:
O: -0.97628 1.55274 -0.50169
C: -1.16317 0.25154 -0.28766
C: -0.29521 -0.89646 -0.42534
C: 0.53377 -0.35361 0.69056
C: 1.82853 0.16523 0.41761
N: 2.89447 0.57868 0.18275
H: -0.17123 1.83884 -0.05734
H: -2.24199 0.11902 -0.18782
H: -0.85854 -1.79463 -0.16158
H: 0.19954 -1.00093 -1.38527
H: 0.26907 -0.49186 1.72492



No. 3
Here is C36H37CoNP2 as an isolated structure in a non-equilibrium geometry from the OMol25 dataset. Energies are from the ωB97M-V functional and the def2-TZVPD basis.

Summary:
- Molar mass: 604.6 g mol⁻¹
- Multiplicity: 4
- HOMO-LUMO gap (spin up / spin down): 0.227 / 0.185 Eh
- ⟨S²⟩: 3.8379

Positions of all 77 atoms, in Å:
Co: 1.53698 -1.16034 -0.38560
C: 2.61880 -2.39030 0.51415
C: 2.57314 -1.14952 1.22297
C: 3.57352 -0.03676 1.14645
C: 3.90809 0.27212 -0.32256
C: 2.73029 0.02640 -1.24445
C: 2.44782 -1.14133 -2.01641
C: 3.29452 -2.37320 -1.96522
C: 3.64372 -2.79257 -0.51563
C: -3.37519 1.48809 -0.69877
H: 2.10204 -3.22677 0.99488
H: 1.94456 -1.10166 2.11139
H: 4.48960 -0.25362 1.70945
H: 3.16147 0.85981 1.64328
H: 4.15205 1.34212 -0.36655
H: 4.80755 -0.27337 -0.63426
H: 2.34722 0.96991 -1.64717
H: 1.76931 -1.04164 -2.88204
H: 4.21573 -2.25061 -2.54786
H: 2.72161 -3.16985 -2.45962
H: 3.63555 -3.89044 -0.50654
H: 4.66952 -2.47198 -0.27925
H: -3.87656 0.55681 -0.98773
H: -3.99328 2.35412 -0.96912
H: -3.18878 1.46656 0.37863
P: -0.61024 -0.38598 2.09319
P: -1.81681 1.57720 -1.53681
C: -0.40727 0.98683 0.96116
C: -0.43901 1.17682 -0.43913
C: -0.55504 0.43014 3.68727
C: 0.48906 1.08055 4.39611
C: 0.19447 1.77648 5.57547
C: -1.11603 1.84144 6.06806
C: -2.15225 1.21946 5.35744
C: -1.87508 0.51713 4.19483
C: -0.44818 -2.24899 2.40418
C: -0.44966 -3.23404 1.38725
C: -0.64259 -4.58892 1.60243
C: -0.56209 -5.06102 2.90836
C: -0.30780 -4.15118 3.94737
C: -0.31040 -2.77321 3.71838
C: -1.55030 3.25474 -2.15671
C: -1.56832 4.32176 -1.23369
C: -1.64735 5.63525 -1.69642
C: -1.61129 5.89121 -3.07159
C: -1.45108 4.84259 -3.98172
C: -1.39744 3.52600 -3.52431
C: -1.71591 0.49416 -2.96894
C: -2.79609 -0.31227 -3.37024
C: -2.57335 -1.36670 -4.25839
C: -1.29541 -1.62201 -4.76012
C: -0.24227 -0.75552 -4.43625
C: -0.46898 0.34361 -3.60277
H: -0.14009 1.91375 1.49738
H: 0.49338 1.54877 -0.90875
H: 1.51220 1.05818 4.02659
H: 0.98237 2.28522 6.13612
H: -1.33980 2.37833 6.99480
H: -3.18020 1.28971 5.71423
H: -2.67396 0.05345 3.62104
H: -0.24598 -2.96990 0.36739
H: -0.83711 -5.25586 0.75860
H: -0.70564 -6.12040 3.10865
H: -0.12979 -4.53646 4.95390
H: -0.16868 -2.09112 4.55681
H: -1.54756 4.11300 -0.16054
H: -1.74848 6.45560 -0.98296
H: -1.69297 6.91362 -3.43447
H: -1.38015 5.04321 -5.05172
H: -1.26633 2.70714 -4.22996
H: -3.78772 -0.15770 -2.94585
H: -3.39725 -2.02002 -4.53767
H: -1.09954 -2.49686 -5.38233
H: 0.76758 -0.94722 -4.80917
H: 0.34186 1.05269 -3.40754
N: -1.19338 -1.83722 -1.39489
C: -0.14533 -1.40740 -1.04650



No. 4
Here is a 2-piece molecular cluster, H6NO overall in a non-equilibrium geometry from the OMol25 dataset. Energies are from the ωB97M-V functional and the def2-TZVPD basis.

Summary:
- Charge: +1
- Molar mass: 36.1 g mol⁻¹
- Multiplicity: 1
- HOMO-LUMO gap: 0.510 Eh

Positions of all 8 atoms, in Å:
O: -0.74405 1.03002 -0.38198
H: -0.94000 0.82170 -1.32350
H: -1.45626 1.65319 -0.11242
N: 0.62789 -0.70092 0.36361
H: -0.13328 -0.16523 -0.09585
H: 0.21873 -1.37317 1.04045
H: 1.25851 -0.04610 0.86459
H: 1.16848 -1.21950 -0.35491